13
Properties=species:S:1:pos:R:3:mulliken_charge:R:1 method="wB97M-V/def2-TZVPD" total_charge=+1 largest_force_ha_per_bohr=0.0843 gap_ev=9.302 e_above_lowest_kj_mol=126.2 spin_multiplicity=1 e_tot_ev=-13276.8392
I -2.85157 1.42619 0.06390 0.262
N 0.41683 0.75010 1.51351 -0.196
N -0.96725 1.57186 -0.83190 -0.821
C 0.42602 0.29556 0.33458 0.198
C -0.22978 -1.06524 -0.03810 -0.997
H 1.25472 0.71565 -0.29133 0.345
H -1.15220 1.08537 -1.68871 0.377
H -0.67458 2.51520 -1.06668 0.316
H 0.01030 0.21151 2.24468 0.281
H -0.14360 -1.45148 -1.09756 0.306
H -1.30696 -1.03613 0.27761 0.308
H 0.25679 -1.87058 0.58043 0.338
H 1.02594 1.52882 1.85627 0.283

=====

11
Properties=species:S:1:pos:R:3:mulliken_charge:R:1 method="wB97M-V/def2-TZVPD" total_charge=+1 largest_force_ha_per_bohr=0.0659 gap_ev=14.847 e_above_lowest_kj_mol=57.9 spin_multiplicity=1 e_tot_ev=-3686.5655
N -0.34388 -0.21441 -0.55094 -0.228
C -0.54787 -0.74665 0.87702 -0.869
C 0.73493 0.93506 -0.43635 -0.746
H -1.12320 -1.67524 0.85764 0.327
H 0.44360 1.58247 -1.25549 0.374
H 0.43962 -0.97334 1.24585 0.403
H 0.72478 1.31787 0.58028 0.324
H 0.18668 -0.89650 -1.08553 0.356
H -1.16357 0.17442 -1.00718 0.359
H -1.09121 -0.01029 1.43924 0.376
H 1.74013 0.50662 -0.66455 0.325

=====

12
Properties=species:S:1:pos:R:3:mulliken_charge:R:1 method="wB97M-V/def2-TZVPD" total_charge=0 largest_force_ha_per_bohr=0.0465 gap_ev=10.111 e_above_lowest_kj_mol=37.6 spin_multiplicity=1 e_tot_ev=-5183.3479
N 1.16700 -0.34646 1.50167 -0.549
N -1.26785 0.55306 -1.20354 -0.654
C 0.61285 0.27099 0.27402 -0.512
C -0.55747 -0.43515 -0.35962 -0.362
H 2.02428 0.15390 1.67918 0.204
H -0.62488 0.72298 -1.97259 0.234
H 0.50081 -0.52299 2.22372 0.192
H -2.09021 0.13706 -1.61733 0.225
H -1.21074 -0.88477 0.38522 0.394
H 0.29589 1.29189 0.52169 0.273
H -0.25640 -1.24851 -1.02585 0.210
H 1.40671 0.30799 -0.40657 0.344

=====

12
Properties=species:S:1:pos:R:3:mulliken_charge:R:1 method="wB97M-V/def2-TZVPD" total_charge=0 largest_force_ha_per_bohr=0.0699 gap_ev=9.396 e_above_lowest_kj_mol=77.8 spin_multiplicity=1 e_tot_ev=-5182.9314
N 1.52571 0.32403 0.62069 -0.568
N -1.22456 -2.51911 -0.40528 -0.665
C -0.22788 1.93177 0.18995 -0.774
C 1.05565 1.59178 0.16504 0.109
H -0.78871 -2.39592 -1.25771 0.213
H 0.84516 -0.49545 0.62618 0.260
H -1.78858 -3.38376 -0.45622 0.238
H -1.98237 -1.84151 -0.27513 0.220
H -0.57145 3.03823 0.12297 0.196
H 2.33965 0.04544 0.07974 0.242
H -0.97347 1.34489 0.70056 0.250
H 1.79084 2.35959 -0.11079 0.280

=====

13
Properties=species:S:1:pos:R:3:lowdin_spin:R:1 method="wB97M-V/def2-TZVPD" total_charge=-1 largest_force_ha_per_bohr=0.0837 gap_ev="1.803 / 8.173" e_above_lowest_kj_mol=253.3 spin_multiplicity=2 e_tot_ev=-7228.1889
O 0.52391 6.18689 -2.36973 0.451
N -0.23221 -3.28462 1.80696 0.002
N 0.14537 -0.37223 -0.36184 0.056
C -0.16187 -1.23010 0.71295 0.089
C -0.39643 -2.60858 0.53773 0.012
H -0.83916 -4.09365 1.84849 0.000
H -0.33654 5.96291 -1.93579 0.136
H 0.76342 -3.43802 1.80778 0.002
H -0.54482 -0.77564 1.59961 0.019
H 0.68011 7.08884 -2.04290 0.114
H 0.23791 0.58694 -0.09328 0.100
H -0.39945 -3.02971 -0.48354 0.003
H 0.55977 -0.99302 -1.02644 0.015

=====

13
Properties=species:S:1:pos:R:3:mulliken_charge:R:1 method="wB97M-V/def2-TZVPD" total_charge=0 largest_force_ha_per_bohr=0.0274 gap_ev=9.860 e_above_lowest_kj_mol=108.2 spin_multiplicity=1 e_tot_ev=-7231.2066
O 2.15305 0.29526 1.86638 -0.560
N 1.94564 1.18028 -0.19090 -0.355
N -1.27609 -0.89061 0.43598 -0.425
C -1.70337 -0.83458 -0.94399 -0.721
C 1.48439 0.90597 1.06248 -0.096
H -2.73344 -1.12489 -1.06459 0.331
H -0.28741 -0.79047 0.55118 0.183
H -1.74304 -1.58859 0.96668 0.182
H 0.50220 1.27844 1.36541 0.529
H 1.43583 1.78232 -0.80989 0.229
H -1.62033 0.16829 -1.37534 0.217
H 2.94680 1.07749 -0.23912 0.235
H -1.10422 -1.45892 -1.62429 0.250

=====

13
Properties=species:S:1:pos:R:3:mulliken_charge:R:1 method="wB97M-V/def2-TZVPD" total_charge=0 largest_force_ha_per_bohr=0.0430 gap_ev=10.068 e_above_lowest_kj_mol=238.1 spin_multiplicity=1 e_tot_ev=-7229.8603
O 0.36588 1.89854 -3.21259 -0.482
N -1.11112 -1.89467 3.49608 -0.636
N 0.23147 -3.49283 2.45457 -0.450
C 0.50821 3.38095 -3.17391 -0.529
C -0.42448 -2.29337 2.49936 0.169
H -0.49523 -1.67125 1.59273 0.248
H 0.06344 3.65031 -4.12188 0.221
H -0.16594 3.79387 -2.41016 0.264
H 1.51872 3.60526 -2.84323 0.231
H -0.25448 -4.30607 2.76839 0.209
H 1.05807 -3.54446 1.89055 0.205
H 0.03902 1.78649 -2.33238 0.295
H -1.33356 -0.91276 3.39247 0.254

=====

13
Properties=species:S:1:pos:R:3:mulliken_charge:R:1 method="wB97M-V/def2-TZVPD" total_charge=0 largest_force_ha_per_bohr=0.0307 gap_ev=10.134 e_above_lowest_kj_mol=133.7 spin_multiplicity=1 e_tot_ev=-7230.9423
O 3.43152 -0.16609 -0.17117 -0.682
N 0.54120 1.17165 -0.09825 -0.689
N -0.92877 -0.69773 -0.12337 -0.148
C 0.30405 -0.06773 -0.10722 0.172
C -2.14078 0.06312 -0.07922 -0.985
H 1.15079 -0.79039 -0.11465 0.256
H -0.23175 1.71842 0.25055 0.236
H -2.12868 0.86650 -0.84091 0.330
H -0.89697 -1.63881 0.18119 0.228
H -2.32793 0.50918 0.91658 0.315
H -2.98244 -0.55358 -0.39577 0.316
H 2.74729 0.46875 0.11725 0.345
H 3.46247 -0.88327 0.46499 0.308